Entry from the Open Molecules 2025 dataset: one molecule with the formula C38H72N2O12 (wB97M-V/def2-TZVPD).

Geometry as XYZ:
```
124
Properties=species:S:1:pos:R:3:forces:R:3:nbo_charge:R:1
C -3.0193 1.8692 -5.9675 0.2 0.0 0.0 -0.606
C -1.5245 1.9519 -5.6827 -0.2 0.1 0.4 -0.414
H -1.0820 0.9614 -5.7887 0.1 0.0 -0.1 0.204
H -1.0432 2.6348 -6.3835 0.0 -0.1 0.0 0.229
C -1.2519 2.4597 -4.2670 0.2 0.7 -0.6 0.054
H -1.9432 3.2860 -4.0536 0.2 -0.2 0.0 0.202
O -1.5441 1.3857 -3.3629 0.2 -0.3 -0.2 -0.524
C -2.2094 1.6536 -2.2430 -0.2 -0.2 0.1 0.849
O -2.4876 2.7758 -1.8838 0.0 0.1 0.2 -0.651
C -2.6105 0.3995 -1.4986 -0.1 -0.1 0.4 -0.345
C -4.0297 0.5972 -0.9696 0.1 -0.1 -0.1 -0.601
H -4.7291 0.6883 -1.7982 -0.1 0.1 -0.1 0.204
H -4.3143 -0.2454 -0.3490 -0.1 0.0 -0.1 0.245
H -4.0781 1.5050 -0.3730 -0.1 0.0 0.1 0.218
H -2.5843 -0.4460 -2.1869 0.0 0.1 0.0 0.229
C -1.5997 0.1262 -0.3539 0.3 0.4 -0.3 0.114
H -1.5382 1.0238 0.2739 -0.1 -0.1 0.0 0.219
C -0.1869 -0.1839 -0.9015 0.0 -0.2 0.3 -0.199
C -0.2010 -1.4266 -1.7905 0.1 0.2 0.1 -0.656
H -0.5721 -1.1726 -2.7799 -0.1 0.0 -0.1 0.210
H -0.8433 -2.1875 -1.3556 0.0 -0.2 0.0 0.213
H 0.8012 -1.8321 -1.8930 0.0 -0.1 -0.1 0.248
H 0.1165 0.6691 -1.5099 0.0 0.0 0.0 0.202
C 0.8078 -0.2940 0.2897 -0.3 0.5 -0.1 0.092
H 0.2373 -0.5447 1.1879 0.0 0.0 0.1 0.186
O 1.8059 -1.2909 0.0978 0.0 0.0 0.1 -0.545
C 1.5732 -2.5204 0.6794 0.1 -0.5 -0.3 0.379
O 1.8202 -2.4091 2.0701 0.2 0.2 0.0 -0.555
C 1.7244 -3.6266 2.7864 0.1 -0.3 0.4 0.101
C 2.0089 -3.3125 4.2508 -0.2 0.0 -0.5 -0.609
H 3.0246 -2.9409 4.3530 0.1 0.0 0.0 0.214
H 1.3308 -2.5445 4.6087 -0.1 0.1 0.1 0.213
H 1.8906 -4.2082 4.8543 0.0 -0.1 0.1 0.211
C 2.7103 -4.6657 2.2443 -0.3 0.1 -0.3 -0.449
H 2.5934 -5.6007 2.7944 0.0 0.0 0.1 0.215
H 3.7252 -4.2925 2.3884 0.1 0.0 0.1 0.209
C 2.4367 -4.8779 0.7530 0.1 0.4 0.1 -0.076
N 3.2593 -5.8580 0.0535 -0.1 0.0 -0.1 -0.461
C 4.6867 -5.7437 0.2834 0.0 0.0 -0.1 -0.419
H 4.9910 -6.0965 1.2787 0.0 0.0 0.0 0.169
H 5.2024 -6.3470 -0.4641 0.1 0.0 0.0 0.204
H 5.0008 -4.7100 0.1637 0.1 0.1 0.0 0.204
C 2.8137 -7.2231 0.2447 0.0 0.0 -0.1 -0.405
H 2.9581 -7.5856 1.2728 0.0 0.0 0.0 0.164
H 3.3783 -7.8694 -0.4266 0.0 -0.1 0.0 0.202
H 1.7579 -7.2998 -0.0092 0.0 -0.1 0.0 0.203
H 1.3977 -5.2139 0.6341 0.1 0.0 0.0 0.201
C 2.5388 -3.5266 0.0297 -0.1 0.0 0.4 0.106
O 2.2130 -3.6785 -1.3247 -0.1 0.0 -0.3 -0.727
H 2.6024 -4.5220 -1.6009 0.0 0.0 0.1 0.488
H 3.5493 -3.1014 0.1334 -0.1 0.0 0.1 0.157
H 0.6980 -4.0237 2.6781 0.1 0.0 0.0 0.161
H 0.5329 -2.8631 0.5197 0.1 0.1 0.0 0.149
C 1.5418 1.0569 0.5647 0.3 -0.6 0.2 0.270
C 2.1978 0.9651 1.9485 -0.2 0.0 -0.4 -0.636
H 2.7417 1.8764 2.1797 0.1 0.1 0.0 0.201
H 1.4221 0.8382 2.6995 -0.1 0.0 0.1 0.209
H 2.8665 0.1111 1.9848 0.2 -0.1 0.1 0.223
O 0.5501 2.0615 0.5791 -0.2 0.0 0.2 -0.790
H 0.9193 2.8529 0.1299 0.0 0.0 -0.2 0.508
C 2.5849 1.2680 -0.5483 0.0 0.1 0.4 -0.452
H 3.1023 0.3147 -0.6598 0.1 0.1 -0.1 0.243
H 2.0504 1.4552 -1.4781 0.0 0.0 -0.2 0.203
C 3.6568 2.3516 -0.3590 0.0 0.0 -0.2 -0.218
C 4.6885 2.2218 -1.4853 -0.1 0.0 0.3 -0.598
H 4.2433 2.3604 -2.4670 0.0 0.0 -0.2 0.195
H 5.4808 2.9578 -1.3633 0.1 0.1 0.0 0.206
H 5.1390 1.2322 -1.4619 0.1 -0.1 -0.1 0.211
H 4.1979 2.1324 0.5668 0.0 0.0 0.0 0.209
C 3.1355 3.8037 -0.2201 0.1 -0.1 0.1 -0.220
N 1.8188 4.0798 -0.7819 0.1 0.0 0.2 -0.490
C 1.2326 5.2652 -0.1742 -0.1 0.2 0.0 -0.428
H 1.8824 6.1469 -0.2478 0.0 0.0 0.0 0.173
H 0.2884 5.4806 -0.6650 0.0 0.1 0.1 0.235
H 1.0396 5.0663 0.8804 0.0 0.0 0.1 0.202
C 1.7446 4.0655 -2.2466 -0.4 -0.1 -0.3 -0.049
C 2.1428 5.3802 -2.9208 0.1 -0.3 0.2 -0.655
H 2.2601 5.2190 -3.9885 0.0 0.0 -0.1 0.235
H 1.3848 6.1410 -2.7612 0.0 0.1 0.0 0.221
H 3.0908 5.7315 -2.5177 0.1 0.1 0.0 0.207
H 2.4409 3.2950 -2.5702 -0.1 0.0 0.0 0.215
C 0.3245 3.5949 -2.6485 0.4 -0.5 -0.4 0.043
O -0.5869 4.6731 -2.5454 -0.1 0.3 0.1 -0.776
H -1.4284 4.3105 -2.2190 0.1 -0.1 -0.1 0.517
H 0.0547 2.8071 -1.9364 0.0 0.1 -0.1 0.199
C 0.2013 3.0110 -4.0913 -0.3 -0.4 0.7 0.291
C 1.2210 1.9213 -4.4061 -0.2 0.5 0.0 -0.641
H 1.0638 1.5682 -5.4202 0.0 -0.1 -0.1 0.222
H 2.2296 2.3187 -4.3550 0.1 0.0 0.0 0.213
H 1.1129 1.0892 -3.7166 0.0 -0.2 0.1 0.220
O 0.3613 4.0608 -5.0196 0.0 0.2 -0.2 -0.739
H -0.0446 4.8427 -4.6146 -0.1 -0.1 -0.1 0.487
H 3.8979 4.4889 -0.6255 0.0 0.0 0.1 0.177
H 3.0475 4.0265 0.8470 0.0 0.1 0.0 0.205
O -2.0168 -0.9835 0.4345 -0.1 -0.1 -0.2 -0.555
C -2.4324 -0.7457 1.7350 0.3 -0.1 0.5 0.405
O -3.8410 -0.6590 1.7617 0.1 -0.1 -0.2 -0.552
C -4.3545 -0.3550 3.0411 -0.4 0.0 0.5 0.076
C -5.8631 -0.2028 2.9128 0.5 0.0 0.0 -0.619
H -6.2976 -0.0710 3.8992 -0.1 0.0 0.0 0.227
H -6.0993 0.6530 2.2878 -0.1 0.1 -0.1 0.215
H -6.2769 -1.0962 2.4537 -0.1 -0.1 -0.1 0.209
C -3.9931 -1.4611 4.0566 0.5 0.2 -0.5 0.068
O -4.4573 -1.1435 5.3402 -0.1 0.2 0.3 -0.715
H -3.8960 -0.4257 5.6642 0.0 0.0 0.0 0.478
H -4.4935 -2.3898 3.7665 0.1 0.0 -0.1 0.181
C -2.4585 -1.6762 4.0689 -0.3 -0.6 -0.1 0.270
C -2.1067 -2.8763 4.9523 -0.1 0.5 -0.1 -0.646
H -1.0382 -3.0747 4.9337 0.1 -0.1 0.0 0.206
H -2.4238 -2.6839 5.9746 0.0 0.0 0.1 0.230
H -2.6285 -3.7569 4.5890 0.0 -0.1 -0.1 0.220
C -1.9774 -1.9042 2.6300 -0.2 0.6 -0.1 -0.484
H -0.8916 -1.9925 2.5894 0.1 -0.1 0.0 0.221
H -2.4160 -2.8230 2.2405 0.0 -0.1 0.0 0.228
O -1.9683 -0.4465 4.6094 -0.2 0.0 -0.1 -0.578
C -0.5917 -0.3484 4.8856 0.0 0.1 0.1 -0.251
H -0.3080 -0.9597 5.7492 0.0 0.0 -0.1 0.169
H 0.0256 -0.6209 4.0253 0.0 0.0 0.0 0.174
H -0.4186 0.7004 5.1244 0.1 0.0 0.0 0.201
H -3.9065 0.5870 3.4007 -0.1 -0.1 0.0 0.173
H -2.0097 0.2040 2.1198 -0.1 -0.2 -0.2 0.153
H -3.5052 1.2093 -5.2519 -0.1 -0.1 0.0 0.203
H -3.1907 1.4779 -6.9672 -0.1 0.0 -0.1 0.212
H -3.4803 2.8523 -5.8993 -0.1 0.1 0.0 0.203
```
Positions in Å, forces in eV/Å.

Calculated values
Strongest force on any atom, eV Å⁻¹: 0.97
E_LUMO, eV: 0.6
2S+1: 1
Net charge: 0


Entry from the Open Molecules 2025 dataset: a 4-piece molecular cluster, C38H73BFN6O9S overall at a distorted geometry (wB97M-V/def2-TZVPD).

Geometry as XYZ:
```
129
Properties=species:S:1:pos:R:3:forces:R:3:mulliken_charge:R:1
C -4.3421 -2.6222 4.8162 -5.5 -2.8 -8.2 -0.657
C -4.9903 -2.8960 3.5796 3.8 1.3 8.2 0.067
C -5.7180 -3.3636 2.1585 0.4 0.7 2.0 -0.694
N -4.6936 -3.1604 1.0339 2.1 0.5 -3.1 0.490
C -4.6626 -1.8144 0.2803 2.1 -1.0 -1.9 0.385
C -5.6622 -0.5400 0.6576 0.9 0.0 0.8 -0.645
O -4.7418 0.6336 0.8203 -2.2 -1.2 -1.7 -0.272
C -5.0429 1.6750 -0.1747 0.8 1.5 -0.9 -0.337
C -3.6749 2.6303 -0.2571 -0.2 -0.7 1.3 -0.294
C -3.6010 -1.5134 -0.9760 0.2 -4.1 2.2 -0.299
C -2.5376 -2.6924 -1.3972 -3.9 -0.3 3.7 0.734
B -1.4749 -2.3553 -2.6069 1.9 -0.2 -2.1 0.290
O -1.5442 -2.9932 -3.9688 -1.6 3.0 2.3 -0.641
C -0.2423 -1.2293 -2.4439 -0.3 0.0 0.5 -0.075
C -0.7690 0.1097 -3.2857 1.2 0.5 -0.3 -0.346
C -2.6260 -4.1086 -0.5527 -1.9 2.2 1.0 -0.349
C -1.5279 -5.2898 -0.9964 -0.7 0.4 0.7 -0.711
C -1.9770 -5.9356 -2.4345 -1.7 0.6 1.4 -0.479
S -0.5714 -6.5505 -3.5077 1.4 1.2 0.6 -0.105
C 1.0533 -5.7052 -3.1155 7.7 2.1 2.2 0.278
N 2.4793 -6.2850 -3.0194 -3.1 1.5 0.1 -0.434
N 3.5047 -5.3883 -2.6630 -6.3 4.3 -0.2 -0.176
C 2.8207 -4.0301 -2.4723 -1.0 -6.5 -1.5 0.186
O 1.3744 -4.2991 -2.7615 1.2 -0.2 0.1 -0.138
C -3.7188 -4.3044 0.6834 1.8 1.7 -2.6 0.162
C -3.6845 -5.7511 1.4959 -0.3 0.4 0.5 -0.833
C -4.6139 -6.9205 0.7991 -0.9 -0.5 0.8 0.279
C -5.8510 -6.3472 -0.1161 -0.4 -1.3 0.0 -0.831
F -3.8033 -7.9634 0.0707 -1.7 2.8 1.3 -0.351
H -4.1373 -2.6553 5.9918 -0.4 0.3 -3.3 0.354
H -6.0308 -4.4806 2.3128 1.0 2.2 -0.6 0.382
H -6.7311 -2.7683 1.9529 2.6 -1.1 0.4 0.483
H -6.2038 -0.6570 1.6883 1.1 -0.1 -2.0 0.258
H -6.4587 -0.3864 -0.1860 1.7 -0.3 1.5 0.364
H -5.2537 1.1585 -1.2250 0.3 1.2 2.1 0.312
H -5.9606 2.3624 0.1539 1.9 -1.7 -0.7 0.286
H -3.2108 2.5765 0.8403 -1.0 0.2 -2.4 -0.050
H -3.9150 3.7535 -0.4956 0.4 -2.4 0.2 0.334
H -2.8769 2.1658 -0.9773 -1.6 1.0 1.2 -0.022
H -3.5921 -0.4769 -1.5650 -0.2 -2.5 1.8 -0.008
H -1.9133 -2.2391 -4.5509 1.1 -1.8 0.9 0.339
H 0.7721 -1.6061 -2.9215 -2.3 0.6 1.0 0.030
H -0.0347 -0.9711 -1.3088 -0.4 -0.3 -2.3 0.266
H -1.8340 -0.0355 -3.7597 1.9 0.5 1.0 0.290
H -0.0112 0.2850 -4.1909 -1.9 -0.4 2.0 -0.030
H -0.6854 1.0964 -2.6225 -0.5 -2.3 -1.6 -0.085
H -0.4854 -4.7585 -0.9898 -1.9 -1.0 -0.3 0.371
H -1.4773 -6.1724 -0.2221 -0.2 2.0 -1.4 0.230
H -2.6409 -6.8931 -2.1742 1.7 1.9 -0.7 0.334
H -2.7285 -5.1948 -2.9886 2.1 -1.5 0.9 0.317
H 3.2972 -2.9935 -2.1471 -1.4 -2.4 -0.7 0.239
H -2.5659 -6.1309 1.6671 -2.5 1.0 -0.7 0.401
H -4.1196 -5.6076 2.5970 0.9 -0.1 -2.5 0.355
H -5.1217 -7.5161 1.7003 1.4 1.2 -2.0 0.292
H -5.5065 -6.0361 -1.1905 -0.6 -0.3 2.2 0.230
H -6.6184 -7.2526 -0.2379 1.8 2.0 0.2 0.377
H -6.4811 -5.4984 0.4382 1.7 -1.8 -1.2 0.168
C 1.8457 2.4125 -4.3440 -0.3 -0.1 0.0 -1.020
O 0.8240 2.9122 -3.4909 0.6 0.0 0.2 -0.116
C 1.3292 3.6849 -2.3918 -0.6 0.5 0.1 -0.785
C 1.0247 5.1815 -2.5832 0.4 -0.5 -0.4 -0.237
N 1.8281 5.7580 -3.6660 -0.3 -0.1 0.2 -0.324
C 1.3841 7.0884 -4.0977 0.0 -0.2 -0.3 -0.670
C -0.0483 7.2173 -4.6568 0.3 0.4 -0.2 -0.466
O -0.2505 6.5715 -5.9152 -0.1 -0.1 0.6 -0.438
C -0.4810 5.1718 -5.8301 0.0 0.3 -0.5 -0.485
H 1.3951 1.6692 -5.0073 0.0 0.1 0.1 0.282
H 2.2633 3.2060 -4.9641 0.2 0.0 0.0 0.402
H 2.6431 1.9271 -3.7708 0.0 0.1 -0.1 0.371
H 2.3958 3.5087 -2.2136 -0.1 0.0 -0.2 0.427
H 0.7885 3.3400 -1.5033 0.0 0.0 0.0 0.284
H 1.2383 5.7167 -1.6507 0.0 0.0 -0.1 0.436
H -0.0457 5.2722 -2.7922 -0.1 -0.1 0.2 0.122
H 1.8022 5.1383 -4.4697 0.0 0.1 0.2 0.082
H 2.0806 7.4047 -4.8849 -0.2 0.0 0.1 0.363
H 1.5101 7.7912 -3.2662 -0.1 -0.1 0.0 0.389
H -0.2236 8.2834 -4.8438 0.0 -0.1 0.0 0.353
H -0.8152 6.9144 -3.9359 0.0 -0.2 0.0 0.331
H -1.0397 4.8926 -4.9341 0.1 0.0 0.1 0.251
H 0.4683 4.6382 -5.8800 0.0 -0.3 0.2 0.123
H -1.0626 4.8682 -6.7062 0.0 0.2 0.1 0.355
C -0.7462 5.8909 6.0467 0.4 0.0 -0.1 -0.696
O 0.1042 4.7525 6.0947 -0.5 0.0 0.5 -0.329
C -0.2762 3.8012 7.1000 0.3 -0.6 -0.4 -0.805
C -0.8798 2.5367 6.4630 -0.2 0.7 0.0 -0.188
N -2.1989 2.8063 5.8819 0.2 -0.2 -0.1 -0.310
C -2.6982 1.7375 5.0090 0.1 0.5 -0.2 -0.748
C -1.8629 1.3857 3.7603 -0.5 -0.2 -0.1 -0.474
O -1.8412 2.4048 2.7591 0.2 -0.3 0.3 -0.323
C -0.9127 3.4526 3.0033 -0.2 0.1 -0.4 -0.666
H -0.2616 6.6455 5.4212 0.0 -0.2 0.1 0.233
H -1.7066 5.6455 5.5929 -0.2 0.1 0.1 0.291
H -0.9018 6.3159 7.0444 -0.1 -0.1 -0.1 0.334
H -0.9452 4.2342 7.8519 -0.1 0.0 -0.2 0.399
H 0.6487 3.5140 7.6126 -0.1 0.0 0.0 0.396
H -0.9743 1.7562 7.2269 0.0 0.1 -0.1 0.381
H -0.1754 2.1871 5.7020 0.2 -0.1 0.1 0.150
H -2.1586 3.6647 5.3416 0.0 -0.2 0.2 0.110
H -3.6915 2.0574 4.6684 0.1 -0.2 0.0 0.367
H -2.8484 0.8320 5.6080 0.1 0.0 0.0 0.387
H -2.3439 0.5214 3.2871 0.0 0.1 0.0 0.306
H -0.8466 1.0597 4.0062 0.1 0.2 0.1 0.306
H -0.0048 3.1013 3.4986 -0.1 0.0 0.1 0.324
H -1.3920 4.2425 3.5818 0.2 0.1 0.2 0.211
H -0.6313 3.8901 2.0402 -0.1 -0.2 0.0 0.297
C 7.2352 -0.4555 2.9756 -0.1 0.4 -0.1 -0.703
O 7.4767 0.2507 1.7655 0.4 -0.4 0.3 -0.325
C 8.7362 -0.0752 1.1591 -0.2 0.2 -0.7 -0.805
C 8.5348 -0.9180 -0.1129 -0.1 -0.1 0.7 -0.155
N 8.0704 -2.2713 0.2084 -0.1 0.2 -0.2 -0.309
C 7.5788 -3.0261 -0.9501 -0.3 0.0 0.4 -0.819
C 6.3740 -2.4476 -1.7213 0.3 -0.6 -0.2 -0.438
O 5.1446 -2.4646 -0.9934 0.1 0.3 -0.2 -0.403
C 4.9874 -1.3915 -0.0751 -0.3 -0.3 0.1 -0.614
H 6.3781 0.0096 3.4701 0.1 0.0 -0.1 0.228
H 6.9841 -1.4980 2.7793 0.1 -0.2 0.1 0.296
H 8.0967 -0.3990 3.6500 -0.1 -0.1 -0.1 0.336
H 9.4238 -0.5601 1.8610 -0.2 -0.1 0.0 0.393
H 9.1885 0.8788 0.8656 0.0 -0.1 0.0 0.393
H 9.4831 -0.9817 -0.6590 -0.1 0.0 0.1 0.397
H 7.8122 -0.3899 -0.7427 0.1 0.2 -0.1 0.131
H 7.3219 -2.2158 0.8920 0.2 0.0 -0.1 0.073
H 7.2909 -4.0159 -0.5727 0.0 0.1 -0.2 0.382
H 8.4091 -3.1855 -1.6475 -0.1 0.1 0.0 0.406
H 6.2086 -3.0968 -2.5894 0.0 0.0 0.1 0.383
H 6.5701 -1.4511 -2.1313 0.0 0.1 0.2 0.368
H 5.4421 -0.4646 -0.4316 0.1 -0.1 0.1 0.343
H 5.3915 -1.6757 0.8967 0.1 0.3 0.1 0.120
H 3.9160 -1.2169 0.0651 0.1 -0.1 -0.1 0.323
```
Positions in Å, forces in eV/Å.

Calculated values
Strongest force on any atom, eV Å⁻¹: 10.24
E_LUMO, eV: -4.6
2S+1: 1
Net charge: +1